# 1
104
Properties=species:S:1:pos:R:3 method="wB97M-V/def2-TZVPD" e_tot_ha=-2655.84646 lumo_ev=0.03 homo_lumo_gap_ev=8.98
C 0.46070 -0.02461 0.21852
O 1.27732 -0.92772 0.36581
N 0.72873 1.23228 0.34824
N -0.79435 -0.22438 -0.09557
H 1.69350 1.38691 0.60680
H -0.04731 1.87415 0.30021
H -1.36231 0.60521 -0.17537
H -1.13591 -1.16702 -0.21188
C -0.75013 -3.18451 -3.70724
O -0.22892 -3.36737 -4.83024
N -0.45320 -2.17612 -2.89178
N -1.88124 -3.71525 -3.29163
H -0.74902 -2.21020 -1.92797
H 0.26954 -1.56247 -3.23693
H -1.92511 -3.33761 -2.35660
H -2.43764 -4.41754 -3.75340
C 3.04271 4.34400 -0.26287
O 3.63537 3.53447 0.45395
N 3.47933 4.79797 -1.40744
N 1.85112 4.76965 -0.07123
H 4.46877 4.59684 -1.44370
H 3.11704 5.67820 -1.74056
H 1.40014 4.59445 0.81771
H 1.49677 5.32168 -0.83679
C 1.88815 1.47911 -3.67057
O 1.33563 2.57494 -3.43948
N 2.54096 0.84603 -2.71851
N 1.99499 0.83799 -4.79895
H 2.67909 1.25296 -1.80606
H 3.05718 0.06832 -3.10100
H 2.58659 0.02179 -4.74828
H 1.28384 0.97673 -5.50094
C 3.75172 0.88567 2.80005
O 3.49140 0.09740 3.68612
N 4.23303 2.05842 3.08904
N 3.44733 0.74724 1.51977
H 4.35005 2.68000 2.30244
H 4.28279 2.27322 4.07307
H 2.91639 -0.04729 1.19133
H 3.65750 1.55012 0.94510
C -4.01655 -2.13910 -0.84296
O -2.83792 -1.78867 -0.68241
N -4.86794 -2.24741 0.08670
N -4.44931 -2.61914 -1.97988
H -4.39724 -2.26586 0.98050
H -5.86047 -2.16714 -0.07121
H -3.78136 -2.50861 -2.72902
H -5.40713 -2.92785 -2.04141
C 0.77580 3.51598 2.76903
C 0.96566 3.27476 4.19683
O 2.17651 3.75671 4.61377
O 0.39530 4.87500 2.35449
H -0.07608 2.92520 2.43199
H 1.66529 3.20439 2.22037
H 1.18020 2.23014 4.42658
H 0.15951 3.68113 4.80952
H 2.46338 4.58887 4.23029
H 0.97778 5.55945 2.69408
C -3.30694 5.26475 -0.05738
C -3.28297 3.72813 -0.11141
O -3.47717 3.23076 -1.43057
O -3.59467 5.70215 1.29432
H -4.09066 5.77769 -0.61581
H -2.40409 5.79193 -0.36636
H -4.16510 3.32293 0.38753
H -2.51436 3.26492 0.50898
H -2.55297 3.10237 -1.67042
H -4.41320 5.35657 1.65758
C 4.14099 -2.51095 -3.98592
C 3.10843 -2.70878 -2.89103
O 3.56999 -2.50892 -1.61206
O 3.53120 -1.78524 -5.09123
H 4.70901 -3.40507 -4.24286
H 4.90336 -1.77190 -3.73650
H 2.70143 -3.71088 -3.03635
H 2.33365 -1.95582 -3.04247
H 2.75985 -2.47333 -1.09475
H 3.07844 -2.43287 -5.63804
C -3.79970 -1.84855 3.38848
C -2.37923 -1.68809 2.96995
O -1.52573 -2.32121 3.84944
O -4.22548 -3.06302 2.92561
H -4.42403 -1.01316 3.06606
H -3.76565 -1.79085 4.47767
H -2.00295 -0.68566 2.76171
H -2.25765 -2.13339 1.98059
H -0.90444 -1.61855 4.05493
H -5.02195 -3.15377 3.45594
C -1.13119 -5.60247 0.87375
C -0.61119 -5.71086 2.32156
O -1.53498 -5.26747 3.35379
O -1.07459 -4.21993 0.51958
H -2.15349 -5.97463 0.79964
H -0.53088 -6.17135 0.16395
H 0.35808 -5.23064 2.45576
H -0.41284 -6.76700 2.50992
H -1.19982 -4.40805 3.62525
H -1.87643 -3.84289 0.89085
O -0.76084 2.91045 -1.85407
H -0.83794 3.86231 -1.77250
H -0.04900 2.77613 -2.48709
O 1.44532 -3.55338 0.76178
H 1.37609 -2.62294 0.98888
H 0.54825 -3.81102 0.53293

***

# 2
127
Properties=species:S:1:pos:R:3 method="wB97M-V/def2-TZVPD" s2=3.81 spin_multiplicity=4 e_tot_ha=-9651.06342 total_charge=+1 lumo_ev="-3.14 / -5.45" homo_lumo_gap_ev="6.82 / 5.18"
Co 0.09728 0.08999 -0.48597
C -3.74794 -5.35644 2.39405
C -3.80337 -4.29815 1.28205
C -5.23976 -3.83954 1.05367
C -2.85368 -3.16676 1.62324
C -3.28490 -1.96180 2.15335
C -2.39825 -0.99733 2.62384
C -3.02974 0.23871 3.28466
C -4.16367 0.85909 2.42985
C -3.63096 -0.10338 4.65612
C -1.00312 -1.20162 2.48723
C -0.55222 -2.41978 1.92919
C -1.48180 -3.36374 1.51601
C 0.91935 -2.81172 1.95832
C 1.28815 -3.35742 3.34636
C 1.31244 -3.83832 0.90031
C -0.08436 -0.28089 3.25737
C -0.29433 -0.38569 4.64259
C 0.32479 0.42234 5.57431
C 1.23633 1.37042 5.13989
C 1.52473 1.44134 3.79279
C 0.90207 0.63598 2.82160
P 1.50890 0.99881 1.10546
C 3.36703 0.57479 1.15254
C 4.00431 1.07245 -0.15834
C 4.12316 1.12508 2.36640
C 3.57489 -0.94794 1.19832
C 1.35029 2.90103 0.86599
C 2.53875 3.76729 1.30641
C 1.15836 3.09643 -0.65456
C 0.11043 3.47555 1.58870
H -4.38434 -6.21047 2.14678
H -4.10060 -4.92498 3.33486
H -2.73067 -5.72055 2.54971
H -3.44318 -4.76002 0.35852
H -5.69925 -3.48624 1.98081
H -5.83800 -4.67576 0.69002
H -5.29572 -3.03769 0.31209
H -4.35191 -1.76925 2.23149
H -2.25430 0.98967 3.44344
H -5.13174 0.43530 2.70592
H -4.06181 0.67683 1.36062
H -4.23067 1.93784 2.60122
H -4.46104 -0.80382 4.53474
H -4.01975 0.80406 5.12827
H -2.90730 -0.55087 5.33605
H -1.13024 -4.31316 1.12313
H 1.48076 -1.90279 1.78711
H 0.66689 -4.22852 3.57731
H 1.13509 -2.61455 4.13015
H 2.33728 -3.67278 3.37263
H 0.94963 -4.83742 1.16449
H 2.40194 -3.90021 0.82231
H 0.91895 -3.58075 -0.08170
H -0.96842 -1.16180 4.98537
H 0.09366 0.31450 6.62777
H 1.73073 2.03514 5.83949
H 2.25422 2.16883 3.46937
H 3.94416 2.14493 -0.31408
H 3.56644 0.58491 -1.02301
H 5.06370 0.80091 -0.14095
H 4.08900 2.20500 2.47395
H 5.17411 0.84511 2.24685
H 3.76991 0.66509 3.28770
H 3.08881 -1.45925 0.37081
H 3.24691 -1.37619 2.14697
H 4.65015 -1.13445 1.11136
H 3.50067 3.45797 0.91274
H 2.61041 3.85237 2.39134
H 2.35285 4.77468 0.92222
H 2.06628 2.86873 -1.21964
H 0.89374 4.13975 -0.85261
H 0.35440 2.47470 -1.05441
H -0.05117 3.05296 2.58016
H -0.79678 3.37300 0.99321
H 0.26516 4.54925 1.73142
Se -0.94289 -3.23181 -2.53472
P 0.93677 -2.32060 -3.15597
Se 1.80624 -0.80491 -1.78741
C 2.16071 -3.64830 -3.25392
C 1.76879 -4.98631 -3.24940
C 2.72804 -5.98803 -3.32468
C 4.07243 -5.65391 -3.40918
C 4.46235 -4.31953 -3.42060
C 3.51248 -3.31476 -3.33753
C 0.80923 -1.64901 -4.83528
C 0.00388 -2.31613 -5.76231
C -0.06962 -1.85744 -7.06911
C 0.66086 -0.73880 -7.45286
C 1.47069 -0.08470 -6.53445
C 1.54305 -0.53320 -5.22199
H 0.71921 -5.25417 -3.19258
H 2.42253 -7.02802 -3.31415
H 4.81966 -6.43647 -3.47287
H 5.51310 -4.06133 -3.48977
H 3.82036 -2.27675 -3.34132
H -0.56449 -3.18806 -5.46394
H -0.68874 -2.37931 -7.78971
H 0.60251 -0.37995 -8.47438
H 2.04972 0.77814 -6.83898
H 2.16644 -0.01312 -4.50851
F -5.22301 0.51515 -5.10644
C -4.14203 1.27397 -5.24668
C -4.09121 2.14597 -6.30407
F -5.11873 2.16749 -7.13180
C -2.98771 2.98858 -6.54099
C -1.93974 2.85885 -5.61315
C -1.99931 1.97812 -4.56850
F -0.99563 1.98426 -3.68120
C -3.08949 1.14046 -4.33951
C -3.14069 0.23635 -3.19357
C -2.03840 -0.12300 -2.46683
N -1.15912 -0.48456 -1.77020
C -4.35056 -0.28933 -2.63313
N -5.28068 -0.69295 -2.07873
F -0.86945 3.62950 -5.70658
C -2.94745 3.92586 -7.62411
C -4.06145 4.19643 -8.46815
N -4.94267 4.47969 -9.15825
C -1.77911 4.67637 -7.94856
N -0.84581 5.27912 -8.26307
N -2.06649 2.20459 -0.39660
N -1.47853 1.12585 0.32311
H -3.07286 2.15936 -0.30548
H -1.83905 2.10952 -1.37322
H -2.13713 0.37561 0.46523
H -1.25554 1.47596 1.24500

***

# 3
7
Properties=species:S:1:pos:R:3 method="wB97M-V/def2-TZVPD" de_lowest_ev=0.809 e_tot_ha=-622.14791 lumo_ev=-0.55 homo_lumo_gap_ev=9.69
C 0.82531 -0.56158 1.38881
N -0.29942 0.29085 -0.85348
N 0.39569 -1.62106 1.58707
O -0.24324 2.58253 -1.61704
S 0.35467 1.63936 -0.64142
H -0.10903 -2.53048 1.79334
H -0.92398 0.20037 -1.65728

***

# 4
72
Properties=species:S:1:pos:R:3 method="wB97M-V/def2-TZVPD" smiles="CCCN1CCN(CCCNC(=O)[C@@H]2CCCN(c3nc4ccc(OCC)cc4s3)C2)CC1" e_tot_ha=-1798.51522 lumo_ev=0.59 homo_lumo_gap_ev=8.06
C -0.55837 -5.83836 2.93856
C -1.16370 -4.64397 2.21315
C -1.08516 -4.83022 0.69013
N -1.64773 -3.77806 -0.12826
C -0.98491 -2.49550 -0.03169
C -1.45907 -1.60914 -1.18119
N -2.89652 -1.41307 -1.07408
C -3.40742 -0.47525 -2.06110
C -4.78681 0.08276 -1.67990
C -4.90972 0.36407 -0.17312
N -3.68585 0.89042 0.38062
C -3.45647 2.20612 0.54632
O -4.30963 3.06262 0.43232
C -2.00114 2.53149 0.87978
C -1.89877 3.73766 1.81436
C -0.44032 4.14874 2.00270
C 0.21214 4.40384 0.64248
N 0.08191 3.23978 -0.20276
C 1.03368 2.29563 -0.28052
N 0.87451 1.13321 -0.80808
C 2.04222 0.42126 -0.84831
C 2.21796 -0.85283 -1.37848
C 3.46370 -1.43582 -1.33430
C 4.56773 -0.77836 -0.77417
O 5.73819 -1.47622 -0.82148
C 6.90075 -0.94078 -0.22477
C 6.90040 -1.07292 1.29600
C 4.41564 0.49889 -0.24989
C 3.15992 1.07478 -0.29654
S 2.69686 2.65344 0.28105
C -1.29100 2.85819 -0.44481
C -3.56077 -2.70328 -1.14260
C -3.07698 -3.59373 -0.00141
H 0.48602 -5.96353 2.66103
H -1.09175 -6.75108 2.68131
H -0.61344 -5.70093 4.01607
H -2.20720 -4.52919 2.51349
H -0.62698 -3.73655 2.49697
H -1.60100 -5.75724 0.41962
H -0.03521 -4.93610 0.39956
H 0.09426 -2.64400 -0.10252
H -1.20597 -1.98307 0.92186
H -0.95382 -0.64072 -1.12622
H -1.19297 -2.09336 -2.13624
H -3.46356 -0.92791 -3.06581
H -2.69907 0.35557 -2.11870
H -4.93724 1.00816 -2.23721
H -5.57720 -0.61059 -1.96887
H -5.69776 1.09734 0.00785
H -5.14666 -0.55967 0.35966
H -2.92029 0.23033 0.35837
H -1.51476 1.66191 1.33271
H -2.34843 3.49388 2.77845
H -2.47127 4.55960 1.38018
H -0.37682 5.04986 2.61311
H 0.10501 3.35172 2.51401
H 1.26828 4.65445 0.75577
H -0.29260 5.23565 0.14027
H 1.38141 -1.36478 -1.82457
H 3.62372 -2.42168 -1.74103
H 7.71756 -1.53367 -0.64643
H 7.04503 0.10452 -0.52573
H 7.83722 -0.69519 1.69650
H 6.79198 -2.11826 1.57402
H 6.07750 -0.51462 1.73549
H 5.23403 1.05249 0.18023
H -1.28890 1.99645 -1.11285
H -1.80181 3.69554 -0.93012
H -4.63849 -2.55545 -1.05780
H -3.34926 -3.20648 -2.10216
H -3.56759 -4.56764 -0.06344
H -3.35402 -3.11746 0.95591

***

# 5
40
Properties=species:S:1:pos:R:3 method="wB97M-V/def2-TZVPD" smiles="CNC(=O)[C@@H](NC(C)=O)C(C)C.Fc1c(F)c(F)c(Cl)c(F)c1F" e_tot_ha=-1762.57852 lumo_ev=-0.17 homo_lumo_gap_ev=9.20
C -0.42568 2.43326 1.56768
N -1.66004 1.97838 0.92536
C -1.85584 1.49788 -0.31004
O -2.98531 1.14745 -0.62430
C -0.73530 1.42321 -1.36488
N 0.12636 2.62448 -1.37855
C 0.32551 3.48568 -2.37464
C -0.41204 3.31888 -3.68688
O 1.10649 4.41213 -2.22986
C 0.11177 0.13777 -1.21708
C -0.74431 -1.13215 -1.29726
C 1.18654 0.03454 -2.31076
H -0.57041 2.46380 2.64871
H 0.39838 1.75259 1.35266
H -0.17390 3.43998 1.22789
H -2.50003 1.99898 1.48450
H -1.25173 1.33898 -2.31928
H 0.65090 2.83033 -0.54453
H -1.48479 3.36193 -3.50723
H -0.12430 4.12761 -4.35685
H -0.14344 2.36466 -4.13435
H 0.61404 0.14856 -0.24976
H -0.11140 -2.01616 -1.22074
H -1.46150 -1.15924 -0.47740
H -1.28607 -1.16095 -2.24277
H 0.72145 0.05625 -3.29687
H 1.89501 0.85883 -2.22828
H 1.74161 -0.89746 -2.20058
F -0.87630 -1.16240 2.55754
C -0.08602 -2.25330 2.70808
C -0.37954 -3.43383 2.01277
F -1.45759 -3.48826 1.19440
C 0.44248 -4.55851 2.16393
F 0.16219 -5.69892 1.48882
C 1.55625 -4.50492 3.01147
Cl 2.58331 -5.91049 3.19539
C 1.84676 -3.32605 3.71064
F 2.92301 -3.27496 4.53161
C 1.02589 -2.20005 3.55880
F 1.30760 -1.05852 4.23262

***

# 6
16
Properties=species:S:1:pos:R:3 method="wB97M-V/def2-TZVPD" de_lowest_ev=2.063 e_tot_ha=-288.70622 lumo_ev=0.91 homo_lumo_gap_ev=10.05
H 1.24242 -2.28880 0.65007
N 0.64650 -1.46920 0.52434
C 1.33436 -0.49138 0.07998
C 2.80249 -0.55520 -0.27044
C 0.64491 0.79150 -0.22715
C -0.60949 0.96619 0.11667
C -1.84438 1.02256 0.52728
C -2.99954 0.30655 -0.12266
H 2.91374 -0.64193 -1.35842
H 3.33661 0.34768 0.04329
H 3.27535 -1.42629 0.19288
H 1.18368 1.55214 -0.79066
H -2.03759 1.56389 1.45214
H -3.33703 -0.49334 0.54811
H -3.85022 0.97231 -0.29892
H -2.70182 -0.15666 -1.06651